1.
The following is a DFT calculation (wB97M-V/def2-TZVPD) of an isolated molecule of C24H27N5O2S.

Properties
multiplicity = 1
orbital gap = 8.68 eV

Last column: Mulliken charge in e.
Element x y z (Å)
C: -2.40803 -5.21337 0.32060  -1.36
C: -1.31816 -4.15804 0.17282  -0.37
C: -1.85518 -2.79788 -0.26763  -0.12
C: -2.75904 -2.15797 0.78625  -1.06
N: -3.12219 -0.80406 0.40386  0.30
N: -2.10326 0.02160 0.27656  -0.77
C: -2.25470 1.25794 -0.08143  0.65
C: -0.97481 2.02642 -0.21400  0.08
O: -0.89423 3.18684 -0.57824  -0.78
N: 0.09958 1.28738 0.11694  -0.13
C: 1.45581 1.73357 -0.07367  0.48
C: 1.93979 2.59677 1.12053  -0.93
C: 2.60151 3.89326 0.68386  -0.80
S: 4.17911 3.66673 -0.20320  -0.18
C: 5.26799 3.24721 1.19053  -0.86
C: 2.29390 0.51125 -0.25679  -0.46
N: 1.86774 -0.69912 -0.02746  -0.54
C: 2.93347 -1.52354 -0.29300  0.27
C: 3.04523 -2.90675 -0.21795  -0.67
C: 4.26229 -3.46625 -0.54588  -0.51
C: 5.34970 -2.68374 -0.94032  -0.46
C: 5.26030 -1.30853 -1.02305  -0.99
C: 4.04083 -0.73934 -0.69672  0.69
N: 3.59410 0.55720 -0.66084  0.13
C: -3.55968 1.80574 -0.35230  0.86
C: -3.80245 3.13215 -0.73027  -0.65
C: -5.09007 3.55924 -0.96280  -0.55
C: -6.16795 2.68578 -0.82726  -0.55
C: -5.95060 1.37831 -0.45737  -0.51
C: -4.65230 0.92558 -0.21610  0.01
C: -4.44868 -0.46970 0.17614  0.63
O: -5.33346 -1.29503 0.30922  -0.74
H: -3.09170 -4.96162 1.12676  0.33
H: -2.97986 -5.30058 -0.60036  0.32
H: -1.96669 -6.18244 0.54194  0.40
H: -0.59552 -4.49625 -0.57297  0.30
H: -0.78748 -4.04477 1.12064  0.32
H: -2.41372 -2.90851 -1.19961  0.24
H: -1.01331 -2.12616 -0.45075  0.12
H: -3.69469 -2.70672 0.89890  0.52
H: -2.23499 -2.11631 1.74539  0.20
H: -0.02322 0.30984 0.35131  0.37
H: 1.49235 2.35515 -0.98051  0.58
H: 1.06357 2.85860 1.71687  0.36
H: 2.60995 2.01417 1.75638  0.40
H: 2.81308 4.53299 1.54116  0.45
H: 1.95441 4.42946 -0.00955  0.42
H: 6.26926 3.14323 0.78612  0.36
H: 4.95388 2.31203 1.64550  0.29
H: 5.24485 4.05457 1.91678  0.30
H: 2.20469 -3.50943 0.08673  0.50
H: 4.38374 -4.53833 -0.49837  0.39
H: 6.28251 -3.16861 -1.18695  0.38
H: 6.09994 -0.70315 -1.32991  0.40
H: 4.10097 1.40300 -0.88882  0.05
H: -2.96601 3.80330 -0.83633  0.59
H: -5.26795 4.58412 -1.25378  0.42
H: -7.17205 3.03674 -1.01335  0.41
H: -6.76257 0.67603 -0.34422  0.47

---

2.
The following is a DFT calculation (wB97M-V/def2-TZVPD) of a cluster of 10 separate species, C70H134N10O6 in total.

Properties
multiplicity = 1
orbital gap = 8.38 eV

Last column: Mulliken charge in e.
Element x y z (Å)
C: 8.34187 2.94001 -1.85289  -1.83
C: 7.07338 2.06220 -1.59763  1.76
C: 5.86391 2.98293 -1.44548  -1.26
C: 6.84254 1.11562 -2.81105  -1.35
C: 7.74511 -0.12535 -2.89983  -0.64
C: 7.56620 -0.90291 -1.60151  -1.06
C: 7.97394 0.04859 -0.35697  1.05
C: 7.57385 -0.68771 0.93332  -1.13
C: 9.48748 0.35771 -0.30803  -1.82
N: 7.10591 1.20004 -0.41643  1.06
O: 7.28795 2.05649 0.68411  -0.69
H: 9.11629 2.48030 -2.46366  0.34
H: 8.14575 3.89439 -2.34400  0.44
H: 8.84261 3.20523 -0.90152  0.33
H: 5.60036 3.30556 -2.47792  0.51
H: 5.01991 2.51286 -0.97088  -0.41
H: 6.14485 3.83586 -0.80233  0.37
H: 5.81638 0.79243 -2.72525  0.32
H: 6.94936 1.69889 -3.71704  0.43
H: 7.52645 -0.73054 -3.78281  0.44
H: 8.79166 0.15426 -3.00296  0.32
H: 8.16987 -1.81884 -1.61617  0.43
H: 6.53211 -1.17079 -1.39919  0.24
H: 8.04461 -0.28607 1.84555  0.37
H: 7.83072 -1.76865 0.81634  0.40
H: 6.49148 -0.54147 1.02295  -0.11
H: 9.88715 0.87626 -1.17033  0.31
H: 10.02367 -0.59369 -0.16621  0.41
H: 9.59302 1.02081 0.54790  0.41
H: 6.44405 1.98267 1.16591  0.26
C: 0.14349 -5.94037 -4.22850  -1.94
C: 0.00611 -4.50888 -4.72202  1.50
C: -1.30638 -3.87186 -4.16543  -1.45
C: 1.35525 -3.83932 -4.22576  -0.29
C: 1.51099 -2.47267 -4.85355  0.30
C: 1.43681 -2.58314 -6.37643  -1.68
C: 0.14673 -3.27611 -6.89386  1.93
C: -1.13489 -2.41679 -6.84965  -1.46
C: 0.39100 -3.60708 -8.38865  -2.18
N: 0.08916 -4.62326 -6.16834  0.10
O: -0.93228 -5.36549 -6.74608  -0.46
H: 0.41308 -6.01180 -3.16650  0.27
H: -0.80127 -6.51505 -4.30408  0.37
H: 0.84872 -6.45070 -4.88389  0.51
H: -2.12272 -4.32234 -4.76538  0.35
H: -1.32497 -4.22904 -3.13143  0.58
H: -1.35750 -2.76393 -4.16346  -0.11
H: 1.40166 -3.83074 -3.11122  -0.41
H: 2.15551 -4.53204 -4.53613  0.54
H: 0.78027 -1.77551 -4.45678  -0.44
H: 2.47523 -2.00412 -4.56971  0.69
H: 2.21653 -3.28710 -6.75697  0.36
H: 1.52937 -1.59167 -6.83452  0.46
H: -1.02412 -1.61651 -7.61276  0.47
H: -1.38458 -1.95928 -5.88326  -0.07
H: -1.99066 -2.98702 -7.21436  0.44
H: 0.82990 -2.81115 -8.98703  0.40
H: -0.55169 -3.94555 -8.85462  0.42
H: 1.10353 -4.44833 -8.41652  0.49
H: -0.46929 -5.87003 -7.42382  0.37
C: -4.10730 6.08573 -5.17666  -1.82
C: -4.26872 4.55687 -5.31193  1.50
C: -5.51393 4.15461 -4.48989  -1.53
C: -4.53725 4.23635 -6.84938  -1.29
C: -4.37119 2.75612 -7.18650  -0.51
C: -2.94598 2.32478 -6.75950  -1.23
C: -2.69620 2.57472 -5.24601  1.56
C: -3.47862 1.52774 -4.40939  -1.02
C: -1.18829 2.38973 -5.01501  -1.70
N: -3.03431 3.92819 -4.94562  -0.03
O: -2.70167 4.25958 -3.64012  -0.28
H: -3.14284 6.38579 -5.59376  0.45
H: -4.94716 6.54596 -5.68833  0.42
H: -4.12622 6.33923 -4.08505  0.26
H: -5.36657 4.44969 -3.45492  0.32
H: -6.38233 4.71912 -4.86013  0.48
H: -5.67596 3.08466 -4.62938  0.30
H: -5.52276 4.66974 -7.02267  0.50
H: -3.83398 4.82217 -7.42670  0.38
H: -5.14902 2.12450 -6.71047  0.28
H: -4.48255 2.57885 -8.27737  0.38
H: -2.16146 2.83364 -7.32051  0.42
H: -2.76054 1.27348 -6.98725  0.25
H: -3.47506 1.77627 -3.34994  0.05
H: -2.96842 0.56913 -4.54028  0.23
H: -4.50450 1.36985 -4.75511  0.37
H: -0.90598 1.34411 -5.24738  0.14
H: -1.06706 2.60749 -3.95987  0.32
H: -0.69232 3.16806 -5.57796  0.57
H: -3.25756 3.67491 -3.06123  0.13
C: 2.07935 1.14267 -1.70316  -1.33
C: 1.17751 0.10863 -1.09802  2.19
C: -0.09876 0.10381 -1.93477  -1.28
C: 1.99158 -1.24808 -1.17405  -0.85
C: 1.31717 -2.36928 -0.36129  -0.15
C: 1.16504 -1.89141 1.10005  -1.69
C: 0.33139 -0.57440 1.23821  2.44
C: -1.13237 -0.83619 0.98950  -1.84
C: 0.43736 -0.09052 2.70332  -0.68
N: 0.98626 0.39779 0.33407  0.48
O: 0.34715 1.65579 0.53846  0.12
H: 2.35479 0.92935 -2.72457  0.51
H: 1.61497 2.14463 -1.75988  0.31
H: 3.00450 1.31281 -1.10927  -0.53
H: -0.74502 -0.72915 -1.68401  0.12
H: -0.65648 1.01890 -1.68545  -0.27
H: 0.18382 0.05539 -2.98893  0.41
H: 2.18923 -1.53354 -2.19206  0.18
H: 2.96551 -1.07584 -0.67934  -0.07
H: 0.33524 -2.62365 -0.81528  -0.02
H: 1.89704 -3.28163 -0.33313  0.53
H: 2.17927 -1.68837 1.45369  0.16
H: 0.75127 -2.71975 1.66573  0.52
H: -1.54002 -1.50916 1.76546  0.47
H: -1.35541 -1.24466 0.01210  0.33
H: -1.70787 0.10832 1.05917  -0.15
H: -0.21887 0.75914 2.87738  -0.20
H: 1.46187 0.22513 2.94067  -0.57
H: 0.15454 -0.84818 3.43099  0.26
H: 0.97696 2.20655 1.02237  -0.09
C: -6.75501 -1.18183 4.27421  -1.74
C: -5.91273 -2.19255 3.42864  1.94
C: -6.70585 -2.46832 2.13573  -1.96
C: -4.58176 -1.55738 3.05534  -1.76
C: -3.59809 -1.51367 4.23481  1.57
C: -3.41432 -2.87637 4.87775  -1.34
C: -4.76216 -3.50890 5.31186  2.09
C: -4.49283 -4.95694 5.65035  -2.11
C: -5.30285 -2.85393 6.57146  -1.94
N: -5.63871 -3.46795 4.15685  0.23
O: -6.89728 -4.03437 4.42565  -0.51
H: -7.17641 -0.48793 3.54248  0.47
H: -7.56201 -1.68197 4.82079  0.29
H: -6.09122 -0.66292 4.95225  0.34
H: -7.01068 -1.53578 1.61612  0.31
H: -6.11639 -3.08606 1.42851  0.38
H: -7.59665 -3.04866 2.35423  0.52
H: -4.23162 -2.18553 2.25445  0.38
H: -4.73894 -0.54170 2.70123  0.38
H: -2.65034 -1.07959 3.93720  -1.16
H: -3.93255 -0.81851 5.00314  0.18
H: -2.67457 -2.93612 5.69870  0.39
H: -3.06738 -3.58314 4.09558  0.27
H: -3.57507 -5.00788 6.25910  0.38
H: -4.34136 -5.50540 4.74253  0.51
H: -5.32685 -5.37038 6.18061  0.44
H: -5.22699 -1.78147 6.57414  0.31
H: -4.67168 -3.17488 7.38971  0.45
H: -6.35105 -3.12985 6.71325  0.42
H: -7.02261 -4.77203 3.81345  0.34
C: 1.39271 2.37974 5.67220  -1.68
C: 0.31280 3.35073 5.17432  1.44
C: 0.29492 4.50400 6.22661  -1.92
C: 0.76499 3.81633 3.76287  0.02
C: -0.36139 4.64061 3.08738  -1.51
C: -1.68350 3.82015 3.02740  -0.41
C: -2.15753 3.37133 4.46407  1.84
C: -2.81590 4.45674 5.34451  -1.96
C: -3.22944 2.34552 4.17688  -1.57
N: -0.97930 2.65573 5.06596  1.54
O: -1.37245 2.22181 6.34191  -0.67
H: 2.39541 2.69699 5.35439  0.43
H: 1.29924 2.29187 6.76912  0.47
H: 1.25907 1.37078 5.24272  -0.05
H: -0.30712 4.28929 7.13485  0.30
H: 1.29012 4.77956 6.58192  0.45
H: -0.15789 5.39101 5.80567  0.32
H: 1.70162 4.42081 3.75675  0.38
H: 0.92541 2.83795 3.29745  -0.53
H: -0.43606 5.58549 3.63711  0.48
H: -0.00448 4.96266 2.11763  0.47
H: -1.47904 2.90072 2.44931  -0.53
H: -2.44734 4.34085 2.45001  0.69
H: -2.25890 5.37967 5.47559  0.30
H: -2.97620 4.04600 6.33508  0.42
H: -3.76361 4.70502 4.90670  0.46
H: -2.77128 1.41963 3.83113  -0.30
H: -3.88229 2.68395 3.37464  0.46
H: -3.85700 2.10275 5.04168  0.51
H: -1.16835 1.27464 6.37189  0.09
C: 1.51931 -6.17518 -0.24429  -0.42
C: 2.57552 -6.25404 -1.22511  0.21
C: 3.51655 -7.26577 -0.96009  -0.85
N: 2.97297 -7.80330 0.16348  -0.01
C: 1.73994 -7.28951 0.55003  -0.77
H: 0.58995 -5.62733 -0.30094  0.49
H: 2.58550 -5.59347 -2.07875  0.38
H: 4.29757 -7.86428 -1.40182  0.37
H: 3.44653 -8.52298 0.65425  0.18
H: 1.25975 -7.77868 1.38530  0.45
C: -4.16107 3.57186 -0.76405  -0.66
C: -3.40863 4.75417 -0.72626  -0.99
C: -2.11605 4.44534 -0.48372  -0.52
N: -2.08580 3.09403 -0.19959  2.13
C: -3.34215 2.56369 -0.35053  -0.85
H: -5.23588 3.48530 -0.99532  0.45
H: -3.78401 5.72176 -0.98842  0.51
H: -1.19146 5.01054 -0.59788  0.45
H: -1.31297 2.48403 0.08612  -0.60
H: -3.55487 1.52282 -0.19188  0.67
C: 4.34539 2.18457 1.92675  -1.56
C: 4.09655 0.81236 1.84888  1.55
C: 4.44686 0.17974 3.01781  -1.06
N: 4.85012 1.21911 3.83239  0.09
C: 4.75292 2.42996 3.17907  -0.77
H: 4.18852 2.87393 1.12152  0.47
H: 3.86027 0.32073 0.93464  0.32
H: 4.47780 -0.87308 3.30463  0.46
H: 5.04908 1.06031 4.80537  0.21
H: 5.04900 3.34446 3.70605  0.42
C: -0.53502 -1.33269 6.25695  0.99
C: 0.84107 -1.52384 6.74287  -1.53
C: 0.88750 -1.14967 8.02902  -0.50
N: -0.40510 -0.87540 8.40171  0.01
C: -1.25759 -0.86211 7.31834  -1.13
H: -0.80224 -1.60079 5.24193  0.51
H: 1.67229 -1.78439 6.10092  0.46
H: 1.63995 -1.15738 8.79464  0.44
H: -0.71267 -0.61029 9.32882  0.22
H: -2.30332 -0.65128 7.49455  0.62

---

3.
The following is a DFT calculation (wB97M-V/def2-TZVPD) of a structure of composition C29H25N5O5Sn.

Properties
multiplicity = 1
net charge = +2
orbital gap (alpha / beta) = 2.81 / 2.81 eV

Last column: Mulliken charge in e.
Element x y z (Å)
Sn: 0.24765 0.37563 -0.18995  1.68
C: 1.32228 -2.92644 -3.41383  -1.01
C: 0.88227 -1.81360 -2.69625  0.02
N: 0.15733 -1.88686 -1.59956  0.05
C: -0.18314 -3.08270 -1.11173  0.67
C: 0.22864 -4.27864 -1.75803  0.82
C: 0.99261 -4.17141 -2.93959  -0.66
C: -0.10353 -5.52453 -1.18558  -0.55
C: -0.71734 -5.58307 0.05085  -1.10
C: -1.12165 -4.42685 0.69906  -0.66
C: -0.99552 -3.15149 0.09794  -0.04
N: -1.52836 -1.98753 0.46666  0.31
C: -2.56802 -1.72776 1.26109  0.07
C: -3.35579 -2.63591 2.01102  -0.57
C: -4.40660 -2.21267 2.81100  -1.36
C: -4.81235 -0.89489 2.80493  -0.51
C: -4.13753 0.05456 2.01210  0.90
C: -4.57146 1.39385 1.92679  -0.59
C: -3.86066 2.28231 1.15891  -1.17
C: -2.70374 1.82003 0.52690  0.08
N: -2.28244 0.57259 0.58765  0.30
C: -2.98272 -0.33167 1.28231  0.44
H: 1.91014 -2.80647 -4.30700  0.45
H: 1.12851 -0.80993 -3.01799  0.49
H: 1.32490 -5.06778 -3.43971  0.47
H: 0.18986 -6.42715 -1.69923  0.47
H: -0.87374 -6.54282 0.52404  0.43
H: -1.50445 -4.52069 1.70275  0.62
H: -3.18824 -3.69719 1.94396  0.41
H: -4.94200 -2.93250 3.41202  0.43
H: -5.66915 -0.57452 3.37499  0.48
H: -5.44989 1.70080 2.47429  0.47
H: -4.17808 3.30752 1.05300  0.44
H: -2.08623 2.49186 -0.05985  0.60
O: 2.48457 -0.15311 0.90480  -0.63
C: 3.33111 0.44868 1.56181  -0.21
C: 3.37838 1.85359 1.84628  0.66
C: 4.44630 2.33607 2.60651  -0.43
C: 4.57907 3.68997 2.84508  -0.38
C: 3.65835 4.60859 2.31832  -0.31
C: 2.58794 4.16848 1.59358  -0.66
C: 2.37328 2.76965 1.34050  0.05
O: 1.34364 2.38429 0.71425  -0.51
N: 5.69137 4.18025 3.64649  1.02
O: 5.70494 5.35934 3.89385  -0.61
O: 6.50728 3.36386 3.99772  -0.62
H: 4.17352 -0.13246 1.97766  0.36
H: 5.18619 1.65484 3.00868  0.49
H: 3.82491 5.65862 2.51774  0.50
H: 1.85067 4.86389 1.22009  0.43
C: 0.73598 2.92503 -3.98257  -0.96
N: -0.66557 2.58366 -4.11001  0.15
C: -1.42637 3.15742 -5.20156  -1.04
C: -1.19273 1.74342 -3.23291  0.54
C: -2.64577 1.40659 -3.33490  -1.26
O: -0.48889 1.24333 -2.32078  -0.57
H: 0.92566 3.90202 -4.41530  0.45
H: 1.36272 2.18475 -4.48612  0.29
H: 0.99700 2.94217 -2.92330  0.25
H: -0.77491 3.76668 -5.82050  0.33
H: -2.23527 3.78722 -4.83046  0.37
H: -1.85039 2.38224 -5.84000  0.37
H: -2.99705 1.40647 -4.36011  0.47
H: -3.21791 2.13562 -2.76641  0.30
H: -2.80687 0.43018 -2.88934  0.26

---

4.
The following is a DFT calculation (wB97M-V/def2-TZVPD) of an isolated molecule of C4H8N2O2.

Properties
multiplicity = 1
orbital gap = 10.20 eV

Last column: Mulliken charge in e.
Element x y z (Å)
C: 2.38449 -0.16065 -0.05477  -1.45
C: 0.98353 -0.22963 0.29851  0.61
O: 0.46114 -1.46434 -0.06052  -0.54
C: 0.25626 0.92099 -0.28257  -0.20
N: -0.96018 1.06194 -0.23755  -0.33
N: -1.83062 0.10826 0.59726  -0.27
C: -3.31240 0.22456 0.10749  0.22
O: -3.98168 -0.88274 -0.35712  -0.51
H: 2.95456 0.69631 0.14731  0.44
H: 3.34040 -0.91547 0.34485  0.24
H: 2.46900 -0.15966 -1.20485  0.31
H: 0.91228 -0.07983 1.51782  0.22
H: 0.42325 -1.39361 -0.93449  0.36
H: 0.80075 1.85387 -0.78279  0.30
H: -1.47722 -0.95654 0.45193  0.30
H: -3.42355 1.37653 0.44949  0.30

---

no.,electronic energy (a.u.)
1,-1753.27328
2,-3746.28547
3,-1983.74236
4,-417.00043